Record 1
29
Properties=species:S:1:pos:R:3 method="wB97M-V/def2-TZVPD" charge=+1 gap_ev=7.54 smiles=O[NH2+][C@H](c1ccccc1)c1ccc(F)cc1 e_lumo_ev=-5.09
F 5.285 0.565 0.622
C 3.952 0.270 0.605
C 3.558 -1.064 0.622
C 2.191 -1.344 0.529
C 1.255 -0.314 0.314
C -0.103 -0.708 -0.249
C -1.383 -0.072 0.328
C -2.496 -0.927 0.472
C -3.780 -0.388 0.539
C -3.970 0.990 0.548
C -2.860 1.829 0.617
C -1.559 1.300 0.570
C 1.678 1.012 0.523
C 3.044 1.308 0.622
H 4.284 -1.851 0.636
H 1.857 -2.386 0.473
H -0.210 -1.788 -0.239
H -2.356 -2.013 0.425
H -4.641 -1.052 0.512
H -4.969 1.410 0.555
H -2.982 2.911 0.639
H -0.708 1.982 0.628
H 0.972 1.845 0.473
H 3.363 2.344 0.637
N -0.177 -0.489 -1.638
O 0.802 -1.600 -2.418
H -1.106 -0.763 -2.034
H 0.229 0.414 -1.913
H 0.832 -1.421 -3.398

---

Record 2
12
Properties=species:S:1:pos:R:3 method="wB97M-V/def2-TZVPD" gap_ev=10.81 smiles="C[C@H]1OCC1=O" e_lumo_ev=0.85
C -1.567 -0.442 -0.323
C -0.287 -0.272 0.469
O 0.843 -1.043 0.011
C 1.708 0.096 -0.095
C 0.520 1.000 0.210
O 0.285 2.175 0.182
H -2.252 0.374 -0.065
H -1.363 -0.402 -1.397
H -2.056 -1.392 -0.090
H -0.452 -0.446 1.540
H 2.165 0.202 -1.085
H 2.489 0.114 0.677

---

Record 3
18
Properties=species:S:1:pos:R:3 method="wB97M-V/def2-TZVPD" gap_ev=10.16 e_lumo_ev=0.70
C 1.223 0.116 -2.052
C 0.715 0.980 -0.835
N -0.536 0.353 -0.246
C -0.101 0.302 1.199
N -0.506 1.411 1.920
N 0.168 -0.867 1.631
H 0.923 0.548 -2.979
H 2.352 0.051 -1.980
H 0.755 -0.874 -1.827
H 0.301 1.919 -1.246
H 1.610 1.388 -0.319
H -0.735 -0.651 -0.569
H -1.304 2.090 1.427
H -0.355 1.322 2.893
H 0.323 -0.934 2.641
H -1.696 -2.446 -0.737
H -1.102 -2.230 0.881
O -2.034 -2.478 0.198

---

Record 4
78
Properties=species:S:1:pos:R:3 method="wB97M-V/def2-TZVPD" charge=-1 gap_ev=2.83 e_lumo_ev=-0.01
Hf -0.317 -0.351 0.043
Cl -2.429 -6.756 1.802
C -2.209 -5.190 1.089
C -2.426 -5.023 -0.275
C -2.225 -3.784 -0.846
C -1.812 -2.688 -0.083
O -1.614 -1.522 -0.658
C -1.636 -2.851 1.312
C -1.278 -1.805 2.189
N -1.139 -0.532 1.902
C -0.913 0.389 2.905
C -1.028 0.139 4.267
C -0.741 1.122 5.205
C -0.340 2.378 4.823
C -0.255 2.703 3.458
C 0.130 3.979 2.994
C 0.128 4.235 1.647
C -0.259 3.214 0.779
N -0.563 1.982 1.168
C -0.571 1.711 2.494
C -1.842 -4.127 1.874
H -2.741 -5.854 -0.886
H -2.406 -3.635 -1.902
H -1.168 -2.122 3.223
H -1.358 -0.829 4.616
H -0.843 0.882 6.253
H -0.121 3.138 5.557
H 0.411 4.733 3.716
H 0.414 5.178 1.211
H -0.321 3.432 -0.286
H -1.705 -4.251 2.939
Se 0.570 4.897 -2.543
Sb 0.520 2.602 -3.374
Se 0.637 0.986 -1.603
Se -1.522 1.093 -1.584
Se 2.483 2.754 -4.785
C 2.455 -6.814 -1.742
C 1.716 -6.182 -2.726
C 1.291 -4.879 -2.546
C 1.602 -4.193 -1.380
C 2.317 -4.842 -0.388
C 2.742 -6.144 -0.564
As 1.236 -2.310 -1.200
C 3.043 -1.690 -1.644
C 4.113 -1.611 -0.770
C 5.292 -1.000 -1.175
C 5.363 -0.406 -2.425
C 4.297 -0.459 -3.307
C 3.143 -1.143 -2.942
C 1.917 -1.243 -3.745
C 1.697 -0.586 -4.953
C 0.409 -0.496 -5.467
C -0.643 -1.154 -4.844
C -0.427 -1.855 -3.666
C 0.842 -1.890 -3.092
H 2.809 -7.825 -1.890
H 1.484 -6.701 -3.648
H 0.719 -4.393 -3.330
H 2.544 -4.327 0.537
H 3.312 -6.632 0.214
H 4.031 -2.026 0.233
H 6.134 -0.957 -0.497
H 6.257 0.127 -2.708
H 4.345 0.076 -4.244
H 2.494 -0.043 -5.446
H 0.233 0.134 -6.334
H -1.646 -1.075 -5.238
H -1.270 -2.320 -3.154
N 3.093 1.339 2.050
C 2.378 0.212 1.853
O 1.509 0.190 0.907
C 2.537 -0.919 2.672
C 1.807 -2.001 2.209
N 1.141 -2.728 1.601
C 3.408 -0.968 3.756
N 4.122 -0.994 4.657
H 3.904 1.313 2.645
H 3.053 2.064 1.350

---

Record 5
184
Properties=species:S:1:pos:R:3 method="wB97M-V/def2-TZVPD" charge=+1 multiplicity=2 gap_ev="7.99 / 3.34" e_lumo_ev="-2.20 / -6.85"
C -3.294 8.304 -6.427
C -4.729 8.463 -6.890
N -5.552 7.248 -6.668
C -5.874 7.078 -5.215
C -6.419 5.737 -4.831
C -6.844 7.330 -7.358
C -6.829 7.481 -8.857
H -2.979 7.268 -6.308
H -3.143 8.714 -5.429
H -2.537 8.635 -7.138
H -5.337 9.286 -6.515
H -4.613 8.500 -7.973
H -4.913 7.204 -4.717
H -6.493 7.893 -4.838
H -7.401 5.614 -5.287
H -5.771 4.870 -4.964
H -6.703 5.711 -3.779
H -7.455 8.109 -6.902
H -7.295 6.368 -7.116
H -6.409 8.434 -9.181
H -7.875 7.472 -9.162
H -6.451 6.618 -9.406
C -7.772 4.686 -11.687
C -8.608 3.426 -11.251
N -8.644 3.356 -9.757
C -9.567 2.346 -9.317
C -10.979 3.014 -9.209
C -7.301 3.302 -9.208
C -7.364 3.360 -7.663
H -7.997 5.574 -11.097
H -8.019 4.849 -12.736
H -6.720 4.404 -11.642
H -9.544 3.424 -11.809
H -8.074 2.568 -11.659
H -9.615 1.463 -9.954
H -9.363 1.855 -8.366
H -11.501 3.055 -10.165
H -11.674 2.450 -8.587
H -10.988 4.034 -8.825
H -6.714 4.190 -9.444
H -6.716 2.426 -9.486
H -6.469 3.839 -7.268
H -7.388 2.351 -7.251
H -8.237 3.866 -7.249
C -5.926 5.752 5.322
C -6.189 4.504 4.418
N -4.953 3.734 4.127
C -4.282 3.210 5.332
C -3.387 2.019 4.933
C -3.984 4.454 3.200
C -4.609 5.050 1.919
H -5.535 5.505 6.309
H -6.797 6.401 5.416
H -5.083 6.297 4.899
H -6.929 3.814 4.823
H -6.566 4.809 3.442
H -3.775 3.983 5.909
H -5.016 2.701 5.957
H -3.020 1.589 5.865
H -3.948 1.255 4.394
H -2.503 2.301 4.361
H -3.352 3.666 2.789
H -3.545 5.299 3.730
H -5.060 4.175 1.452
H -3.821 5.486 1.306
H -5.343 5.832 2.114
C -6.186 0.343 -3.454
C -6.530 1.805 -3.613
N -7.787 2.178 -2.874
C -7.643 2.476 -1.429
C -6.662 3.596 -1.127
C -8.962 1.318 -3.108
C -9.409 1.266 -4.567
H -5.106 0.210 -3.531
H -6.733 -0.204 -4.221
H -6.366 -0.037 -2.448
H -5.704 2.406 -3.234
H -6.610 1.986 -4.685
H -7.379 1.616 -0.814
H -8.623 2.792 -1.071
H -5.615 3.358 -1.316
H -6.772 3.959 -0.105
H -6.870 4.465 -1.750
H -8.893 0.304 -2.714
H -9.803 1.757 -2.571
H -9.496 2.218 -5.090
H -8.659 0.683 -5.101
H -10.304 0.669 -4.747
C -3.472 -3.073 -0.172
O -3.040 -2.483 -1.114
N -4.780 -3.268 0.050
C -5.829 -2.939 -0.879
C -5.189 -4.095 1.190
H -2.827 -3.577 0.565
H -6.362 -3.824 -1.227
H -5.474 -2.369 -1.738
H -6.544 -2.276 -0.392
H -6.045 -3.695 1.733
H -5.665 -4.996 0.801
H -4.377 -4.251 1.901
C -7.415 7.923 1.090
O -6.901 8.872 1.649
N -8.419 7.191 1.590
C -8.737 5.874 1.031
C -9.101 7.616 2.819
H -7.097 7.568 0.097
H -8.744 5.072 1.769
H -7.985 5.645 0.276
H -9.707 5.893 0.534
H -8.812 7.040 3.699
H -8.843 8.649 3.051
H -10.171 7.620 2.609
C -7.268 1.635 2.641
O -8.056 2.489 2.210
N -7.365 0.354 2.182
C -6.389 -0.705 2.649
C -8.533 -0.137 1.430
H -6.329 1.739 3.207
H -6.968 -1.561 2.993
H -5.825 -0.412 3.534
H -5.787 -1.086 1.824
H -9.029 -0.876 2.059
H -9.240 0.536 0.945
H -8.117 -0.706 0.599
C -11.903 6.933 -5.174
O -12.985 7.343 -4.783
N -11.664 6.167 -6.256
C -10.374 5.576 -6.606
C -12.904 5.689 -6.964
H -10.929 7.026 -4.669
H -10.502 4.543 -6.281
H -9.613 6.124 -6.052
H -10.248 5.697 -7.682
H -12.987 4.655 -6.630
H -13.850 6.190 -6.756
H -12.817 5.761 -8.048
C -13.380 -1.439 -2.100
O -13.431 -2.632 -2.320
N -12.593 -0.837 -1.197
C -12.592 0.588 -1.040
C -11.768 -1.656 -0.312
H -13.932 -0.670 -2.662
H -11.686 1.055 -1.428
H -12.595 0.823 0.024
H -13.514 1.029 -1.421
H -10.801 -1.175 -0.164
H -12.176 -1.685 0.699
H -11.520 -2.620 -0.755
C -13.965 1.582 -5.105
O -12.736 1.665 -5.310
N -14.931 1.784 -6.065
C -14.628 2.149 -7.449
C -16.375 1.617 -5.774
H -14.461 1.329 -4.156
H -15.012 3.160 -7.586
H -15.065 1.403 -8.113
H -13.548 2.212 -7.581
H -16.860 0.758 -6.237
H -16.462 1.421 -4.705
H -16.969 2.509 -5.976
C -9.646 5.029 -2.584
O -9.058 6.052 -2.233
N -10.960 4.876 -2.349
C -11.745 3.774 -3.031
C -11.790 5.688 -1.503
H -9.160 4.176 -3.081
H -12.461 4.223 -3.719
H -12.280 3.229 -2.253
H -11.164 3.135 -3.697
H -12.508 6.281 -2.070
H -12.335 5.015 -0.841
H -11.055 6.333 -1.021
C -1.759 0.604 -0.528
O -0.716 0.921 -1.112
N -2.838 1.426 -0.636
C -2.924 2.660 -1.433
C -4.068 1.079 0.112
H -1.887 -0.327 0.046
H -3.191 3.529 -0.832
H -3.577 2.586 -2.303
H -1.984 2.998 -1.870
H -4.300 0.016 0.052
H -3.900 1.192 1.183
H -4.946 1.693 -0.092

---

Record 6
14
Properties=species:S:1:pos:R:3 method="wB97M-V/def2-TZVPD" gap_ev=10.37 smiles="O=C1[C@H]2C=C[C@@H]1C=C2" e_lumo_ev=1.01
C 0.613 -0.379 -0.789
C 0.943 0.183 0.675
C -0.012 -0.820 1.401
C -1.124 -0.950 0.657
C -0.961 -0.138 -0.624
C -0.887 1.336 -0.238
C 0.173 1.501 0.544
H 1.980 0.294 0.997
H 0.170 -1.217 2.391
H -2.087 -1.220 1.061
H -1.664 -0.406 -1.446
H -1.730 2.007 -0.407
H 0.464 2.393 1.112
O 1.299 -0.782 -1.683

---

Record 7
21
Properties=species:S:1:pos:R:3 method="wB97M-V/def2-TZVPD" gap_ev="8.38 / 7.54" e_lumo_ev="0.41 / 0.05"
C -0.695 -2.015 -0.524
C 1.439 1.228 0.563
C -1.791 1.558 0.113
N 0.092 -0.032 -1.693
C -0.417 -0.512 -0.482
C 1.104 -0.178 0.146
C -1.269 0.209 0.409
C 1.928 -1.198 0.387
H -0.004 0.984 -1.731
H -1.484 -0.252 1.365
H -1.661 -2.162 -1.008
H -0.733 -2.444 0.477
H 0.058 -2.524 -1.121
H 0.970 1.480 1.516
H 1.138 1.976 -0.168
H 2.520 1.312 0.679
H 2.870 -0.990 0.881
H 1.728 -2.225 0.131
H -1.052 2.361 0.243
H -2.101 1.616 -0.941
H -2.638 1.806 0.756

---

Record 8
103
Properties=species:S:1:pos:R:3 method="wB97M-V/def2-TZVPD" gap_ev=5.86 e_lumo_ev=-0.59
Cd 0.214 0.188 -0.304
C 0.924 2.013 -4.411
C 1.211 1.319 -3.094
O 0.169 0.968 -2.439
C 2.538 1.088 -2.770
C 3.105 0.442 -1.624
C 4.600 0.268 -1.605
N 2.398 0.028 -0.613
N 3.109 -0.529 0.445
C 2.347 -0.868 1.449
O 1.066 -0.769 1.553
C 3.069 -1.413 2.647
C 4.448 -1.270 2.784
C 5.093 -1.754 3.911
C 4.368 -2.390 4.913
C 2.995 -2.534 4.781
C 2.347 -2.042 3.655
H 0.804 1.266 -5.200
H -0.012 2.565 -4.329
H 1.725 2.690 -4.706
H 3.260 1.441 -3.495
H 5.034 0.547 -2.563
H 5.033 0.885 -0.815
H 4.858 -0.762 -1.361
H 4.996 -0.774 1.995
H 6.165 -1.635 4.012
H 4.873 -2.770 5.793
H 2.425 -3.028 5.558
H 1.274 -2.130 3.544
C -1.404 -3.764 0.013
P -0.799 -2.386 -1.030
C -2.368 -1.951 -1.933
N -2.866 -2.830 -2.764
C -3.964 -2.489 -3.486
C -4.518 -3.418 -4.401
C -5.607 -3.067 -5.141
C -6.192 -1.782 -5.005
C -5.678 -0.875 -4.128
C -4.549 -1.220 -3.345
N -4.053 -0.325 -2.453
C -3.002 -0.665 -1.755
P -2.392 0.589 -0.530
C -2.828 2.147 -1.350
C -3.558 0.402 0.904
C -5.035 0.489 0.528
C -3.216 1.514 1.902
C -3.262 -0.958 1.541
C 0.298 -3.229 -2.270
C -0.204 -4.574 -2.790
C 1.624 -3.436 -1.519
C 0.536 -2.258 -3.430
H -2.061 -4.423 -0.555
H -1.932 -3.375 0.881
H -0.546 -4.332 0.375
H -4.048 -4.389 -4.490
H -6.033 -3.771 -5.845
H -7.055 -1.527 -5.606
H -6.104 0.111 -4.001
H -3.887 2.203 -1.592
H -2.232 2.201 -2.262
H -2.531 2.971 -0.701
H -5.295 1.476 0.142
H -5.635 0.314 1.425
H -5.321 -0.250 -0.219
H -3.459 2.501 1.505
H -2.158 1.511 2.165
H -3.801 1.366 2.814
H -3.567 -1.776 0.884
H -3.827 -1.056 2.472
H -2.200 -1.078 1.775
H -0.296 -5.306 -1.985
H 0.528 -4.963 -3.504
H -1.166 -4.488 -3.290
H 1.516 -4.122 -0.675
H 2.035 -2.498 -1.142
H 2.354 -3.873 -2.206
H -0.383 -2.050 -3.982
H 1.251 -2.707 -4.125
H 0.950 -1.309 -3.086
O 0.012 2.352 1.005
S 0.698 2.098 2.333
C 0.292 3.507 3.346
C 0.106 4.749 2.756
C -0.218 5.830 3.558
C -0.348 5.662 4.934
C -0.167 4.414 5.509
C 0.147 3.321 4.711
C 2.430 2.434 2.045
C 3.345 2.135 3.043
C 4.692 2.335 2.795
C 5.106 2.812 1.556
C 4.177 3.083 0.562
C 2.823 2.889 0.800
H 0.206 4.850 1.683
H -0.367 6.806 3.115
H -0.599 6.511 5.557
H -0.281 4.287 6.578
H 0.272 2.335 5.142
H 3.015 1.731 3.994
H 5.421 2.098 3.560
H 6.161 2.954 1.360
H 4.503 3.430 -0.410
H 2.083 3.059 0.028

---

Record 9
16
Properties=species:S:1:pos:R:3 method="wB97M-V/def2-TZVPD" gap_ev=10.82 smiles=CC(C)(O)CO e_lumo_ev=0.74
C 1.189 0.957 -0.729
C 0.317 -0.073 -0.027
C -0.148 -1.165 -0.993
O 1.104 -0.643 1.007
C -0.886 0.614 0.627
O -1.515 -0.348 1.465
H 1.558 1.694 -0.008
H 2.056 0.466 -1.183
H 0.631 1.475 -1.517
H -0.684 -0.740 -1.851
H 0.720 -1.720 -1.362
H -0.818 -1.865 -0.483
H 0.466 -1.082 1.591
H -0.525 1.467 1.218
H -1.587 0.985 -0.136
H -1.954 0.116 2.186

---

Quick rundown of relative energy (zero: lowest compared OMol25 entry of this formula, charge and spin), same order as above: 0.0 151.0 314.2 686.3 0.0 71.3 428.8 0.0 42.5 kJ/mol
Quick rundown of E_tot, same order as above: -19937.227 -8338.896 -9804.745 -393951.413 -85907.180 -9401.481 -8955.488 -90447.023 -8405.107 eV